Formula: C8H16N4O
Source: the OMol25 dataset
Level of theory: ωB97M-V with the def2-TZVPD basis set

- LUMO (alpha / beta): -9.02 / -9.24 eV
- E: -16540.248 eV
- ΔE to the lowest compared entry with this formula, charge and spin: 130.0 kcal per mole

```
! RIJCOSX wB97M-V def2-TZVPD def2/J DEFGRID3
* xyz 2 1
C -4.0680 0.6397 -1.8303
C 4.2897 1.6718 1.0054
C -3.2175 -0.2617 -1.2179
C 3.4546 1.0381 0.1471
C -2.3974 -0.0075 -0.0961
C 1.0862 0.1565 0.3121
C -0.1843 -1.8384 2.1375
C 1.5453 -0.5066 -2.0121
N -2.3011 1.1501 0.5019
N -0.8476 -0.7841 1.5315
N 2.1505 0.8612 0.6390
N -1.5724 -1.0059 0.5085
O 0.6962 -0.4290 -0.7875
H -4.8247 0.1724 -2.5503
H -3.9098 1.6656 -2.0386
H 5.2813 1.8190 0.6147
H 3.9648 2.1718 1.9107
H -3.3122 -1.2954 -1.4465
H 3.6883 0.6824 -0.8526
H -0.4195 -2.7991 1.5060
H 0.8861 -1.6164 2.2299
H -0.6215 -1.9063 3.1358
H 0.6789 -0.7420 -2.6860
H 2.0363 -1.4780 -2.0638
H 2.1919 0.3917 -2.3134
H -3.1325 1.7718 0.4997
H -1.8090 1.4241 1.3616
H 2.1995 1.0393 1.6309
H -1.5321 -1.9852 0.2229
*
```

=====

Formula: C38H35CaClN2Si2
Source: the OMol25 dataset
Level of theory: ωB97M-V with the def2-TZVPD basis set

- LUMO (alpha / beta): -1.72 / -1.36 eV
- E: -89668.138 eV

```
! RIJCOSX wB97M-V def2-TZVPD def2/J DEFGRID3
* xyz 0 1
C 2.3138 3.4605 1.9128
C 2.3438 2.3530 2.8024
C 3.3982 1.4884 2.3840
H 1.7409 2.2588 3.7105
C 3.9459 2.0212 1.1729
C 3.2887 3.2561 0.9075
H 3.5529 3.9684 0.1289
H 1.7155 4.3611 2.0367
H 3.7843 0.6282 2.9402
H 4.8016 1.6266 0.6217
Ca 1.6296 0.6612 0.7103
Si 0.8428 -3.2049 0.2087
C -0.8960 -3.9831 0.2535
C -1.6336 -4.3333 -0.9011
H -1.2276 -4.1693 -1.9096
C -2.8126 -5.0916 -0.7749
H -3.3443 -5.4097 -1.6722
C -3.2911 -5.4305 0.4851
H -4.2028 -6.0252 0.5835
C -2.5969 -5.0091 1.6215
H -2.9858 -5.2445 2.6110
C -1.4086 -4.2832 1.5074
H -0.8672 -3.9620 2.4059
C 1.5249 -4.2881 -1.1652
C 1.3131 -5.6680 -1.0005
H 0.8817 -6.0385 -0.0671
C 1.5779 -6.5783 -2.0286
H 1.3814 -7.6391 -1.8653
C 2.0644 -6.1289 -3.2616
H 2.2408 -6.8352 -4.0806
C 2.3095 -4.7658 -3.4279
H 2.6847 -4.3964 -4.3797
C 2.0738 -3.8704 -2.3799
H 2.3020 -2.8272 -2.5579
H 1.3968 -3.4500 1.5463
Si -2.1654 -1.7826 -1.5818
C -0.3192 -1.3343 -1.4986
C 0.4861 -1.4841 -0.2370
H 0.0031 -1.0622 0.6755
C 1.9623 -1.4704 -0.3611
H 2.6702 -1.7435 0.4682
C 2.5250 -0.7536 -1.4481
H 3.6085 -0.5690 -1.4649
C 1.7206 -0.4521 -2.5389
H 2.1591 0.0731 -3.3922
C 0.3667 -0.8343 -2.5860
H -0.1817 -0.6729 -3.5126
C -2.8904 -1.2587 0.0543
C -2.2831 -0.2328 0.8061
H -1.7163 0.5447 0.2801
C -2.3765 -0.2458 2.1998
H -1.7092 0.3743 2.7974
C -3.3338 -1.0497 2.8250
H -3.4498 -1.0295 3.9111
C -4.1466 -1.8659 2.0358
H -4.9212 -2.4673 2.5045
C -3.9513 -1.9545 0.6585
H -4.5909 -2.5938 0.0532
H -2.8069 -0.9481 -2.5172
Cl 0.0358 1.9538 -0.7689
N -1.0102 3.8375 1.4662
C -0.9245 5.1645 1.2631
C -1.6049 6.1225 2.0326
C -1.5713 7.4737 1.6641
C -0.8914 7.9007 0.5223
C -0.1083 6.9958 -0.2391
C 0.6692 7.3279 -1.3739
C 1.4566 6.3596 -1.9776
C 1.4833 5.0664 -1.4228
N 0.7942 4.7662 -0.3386
C -0.0630 5.6354 0.1942
H -1.7162 3.4665 2.0895
H -0.5999 3.1937 0.7581
H -2.1656 5.7841 2.9045
H -2.1035 8.2087 2.2728
H -0.9356 8.9407 0.1886
H 0.6164 8.3500 -1.7425
H 2.0748 6.5589 -2.8437
H 2.0622 4.2554 -1.8586
*
```

=====

Formula: C3H9NO3
Source: the OMol25 dataset
Level of theory: ωB97M-V with the def2-TZVPD basis set

- LUMO (alpha / beta): -3.78 / -9.44 eV
- E: -10879.506 eV
- ΔE to the lowest compared entry with this formula, charge and spin: 29.9 kcal per mole
- <S²>: 0.757

```
! RIJCOSX wB97M-V def2-TZVPD def2/J DEFGRID3
* xyz 1 2
O 1.5947 -0.3917 -0.4465
C 0.4260 -0.0789 -0.5499
O -0.5082 -0.5560 -1.3260
C -0.0931 0.8796 0.4911
C -0.0778 2.3057 -0.1463
N -1.2966 0.4421 1.1471
H -0.1671 -1.4027 -1.7189
H 0.7436 0.9262 1.3045
H 0.9335 2.6214 -0.3409
H -0.6154 2.1030 -1.0859
H -0.6574 2.9464 0.5152
H -1.4689 0.9845 1.9669
H -2.0794 0.6730 0.4950
H -0.0268 -1.5678 1.0762
H 0.7542 -3.0267 0.7488
O 0.1712 -2.3076 0.5117
*
```

=====

Formula: C10H13ClIrN3OSTe
Source: the OMol25 dataset
Level of theory: ωB97M-V with the def2-TZVPD basis set

- LUMO (alpha / beta): -6.29 / -10.42 eV
- E: -50569.728 eV
- ΔE to the lowest compared entry with this formula, charge and spin: 25.3 kcal per mole
- <S²>: 6.024

```
! RIJCOSX wB97M-V def2-TZVPD def2/J DEFGRID3
* xyz 2 5
Ir -2.0535 -0.3638 0.2948
N -4.1935 -1.6314 -0.1027
N -5.3150 -0.7881 -0.1139
C -5.2094 0.5522 -0.2393
N -6.3668 1.2146 -0.1902
S -3.7035 1.3292 -0.4919
H -4.1126 -2.1206 -0.9897
H -4.2345 -2.2396 0.7086
H -6.2333 -1.1761 0.0935
H -7.2444 0.7698 -0.3088
H -6.3602 2.1917 -0.3761
O -2.1058 -0.0282 3.2141
C -2.1755 0.0751 2.0778
C 2.2030 1.8579 0.0189
Te 0.5668 0.7114 -0.7989
C 1.7592 -0.9367 -0.1093
C 3.1700 -0.4227 -0.1733
C 4.2608 -1.2911 -0.1500
C 5.5318 -0.7534 -0.1615
C 5.7378 0.5836 -0.2071
C 4.6547 1.4645 -0.1855
C 3.3775 0.9666 -0.1408
H 2.0684 1.9833 1.0918
H 2.3443 2.8493 -0.3992
H 1.5535 -1.8004 -0.7260
H 1.4617 -1.1640 0.9124
H 4.1001 -2.3690 -0.1550
H 6.3721 -1.4191 -0.1247
H 6.7356 1.0033 -0.2286
H 4.8389 2.5405 -0.2162
Cl -1.4281 -1.5888 -1.8231
*
```

=====

What is the formula in the second record?
C38H35CaClN2Si2